{
  "formula": "C14H36As4ClIrO4",
  "method": "the ωB97M-V functional and the def2-TZVPD basis",
  "multiplicity": 6,
  "de_lowest_ev": 0.325,
  "s2": 8.76,
  "orbital_gap_ev": [8.78, 7.02],
  "charge": 3,
  "species": ["Ir", "C", "As", "C", "C", "C", "C", "C", "As", "C", "C", "C", "As", "C", "C", "H", "H", "H", "H", "H", "H", "H", "H", "H", "H", "H", "H", "H", "H", "H", "H", "H", "H", "H", "H", "H", "H", "H", "H", "H", "H", "H", "C", "As", "C", "C", "H", "H", "H", "H", "H", "H", "H", "H", "H", "O", "Cl", "O", "O", "O"],
  "positions_angstrom": [[-0.30138, -0.01825, 0.49804], [3.29800, -1.09791, -0.09932], [2.14480, 0.47764, -0.11416], [2.61948, 1.32237, -1.78663], [2.85108, 1.80164, 1.18155], [2.83561, 1.55643, 2.70079], [3.57282, 0.24710, 3.02610], [1.43553, 1.54794, 3.33701], [0.19569, 0.04136, 3.01757], [0.82576, -1.52401, 3.99903], [-1.32348, 0.60851, 4.08028], [3.69100, 2.66555, 3.37455], [3.27396, 4.60940, 3.22850], [1.46677, 5.14987, 3.67983], [3.65834, 5.34110, 1.47277], [4.33980, -0.77846, -0.08305], [3.10748, -1.63668, -1.02724], [3.10122, -1.76122, 0.73857], [3.61904, 1.74635, -1.69532], [1.90584, 2.10538, -2.03026], [2.62114, 0.57954, -2.58257], [2.32353, 2.71922, 0.93118], [3.89144, 1.91287, 0.86128], [3.01278, -0.59484, 2.61897], [3.67859, 0.11033, 4.10306], [4.57250, 0.23645, 2.59036], [0.85706, 2.42177, 3.03104], [1.54106, 1.57259, 4.42535], [1.28767, -1.19755, 4.93011], [1.53184, -2.12196, 3.42841], [-0.04509, -2.13707, 4.22853], [-1.00335, 0.73085, 5.11477], [-2.11024, -0.14369, 4.04992], [-1.70306, 1.54912, 3.68785], [4.70964, 2.61241, 2.98328], [3.75427, 2.48380, 4.44904], [1.10592, 4.65068, 4.57512], [0.84385, 4.94019, 2.81038], [1.48381, 6.22582, 3.85658], [4.51525, 4.84980, 1.01833], [3.88575, 6.40119, 1.59002], [2.76031, 5.23893, 0.86128], [-3.05079, -0.17005, -2.27463], [-2.72048, -0.10504, -0.37224], [-3.88283, 1.26149, 0.35066], [-3.45283, -1.74858, 0.37944], [-4.13423, -0.22293, -2.39525], [-2.59120, -1.05105, -2.71722], [-2.67664, 0.72759, -2.76270], [-4.89655, 0.95874, 0.08251], [-3.67547, 2.23831, -0.07395], [-3.78902, 1.30492, 1.43305], [-4.53303, -1.71065, 0.22748], [-3.24888, -1.81098, 1.44677], [-3.04794, -2.62383, -0.12452], [-1.04886, 2.14547, 1.34397], [-0.74660, 3.01988, 0.18253], [-1.87526, 3.74765, -0.18868], [0.36538, 3.83861, 0.52296], [-0.35640, 2.07239, -0.85750]],
  "forces_ev_per_angstrom": [[-0.168, 0.868, 0.024], [-0.238, 0.052, -0.033], [0.412, -0.236, -0.026], [-0.276, 0.067, -0.117], [-0.176, -0.137, 0.084], [0.021, -0.230, -0.083], [-0.081, 0.181, -0.010], [0.000, -0.006, -0.188], [0.094, 0.112, 0.611], [-0.074, -0.064, -0.266], [-0.073, 0.054, -0.148], [0.013, 0.442, 0.018], [-0.340, -0.384, -0.463], [0.269, 0.064, 0.136], [0.119, 0.079, 0.233], [-0.014, 0.069, 0.014], [0.006, 0.015, -0.003], [-0.023, 0.043, 0.010], [0.026, -0.053, 0.092], [0.013, 0.013, 0.042], [-0.030, -0.057, 0.057], [-0.073, 0.091, -0.092], [-0.010, -0.038, -0.079], [0.106, -0.073, 0.062], [-0.039, -0.067, -0.009], [-0.004, -0.023, -0.009], [-0.030, 0.008, 0.018], [-0.062, -0.037, 0.017], [-0.017, 0.096, -0.020], [0.003, 0.050, -0.015], [-0.020, 0.034, -0.005], [0.076, 0.005, -0.014], [0.059, -0.052, -0.049], [0.010, 0.007, 0.037], [0.028, 0.038, 0.049], [-0.014, 0.009, 0.008], [0.054, -0.068, -0.016], [-0.041, -0.064, -0.051], [0.019, -0.008, -0.028], [-0.014, -0.074, 0.061], [-0.032, -0.007, 0.026], [-0.030, -0.066, 0.018], [0.211, 0.043, -0.002], [-0.373, -0.535, -0.012], [0.168, 0.076, 0.024], [0.163, 0.055, -0.097], [-0.010, -0.007, 0.054], [0.019, -0.021, 0.066], [0.017, 0.032, 0.075], [0.025, -0.089, -0.030], [0.051, -0.018, -0.054], [0.024, -0.042, 0.000], [0.000, 0.039, -0.027], [-0.001, 0.051, 0.000], [0.046, 0.044, -0.033], [-0.061, -0.566, 0.358], [0.505, 0.412, 0.389], [-0.530, 0.361, -0.168], [0.158, 0.144, 0.071], [0.141, -0.629, -0.505]]
}

***

{
  "formula": "C31H38FN7",
  "method": "the ωB97M-V functional and the def2-TZVPD basis",
  "orbital_gap_ev": 6.91,
  "smiles": "CCCNc1cc2nccnc2c([C@H](F)CC)c1NCC.c1ccncc1.c1ccncc1.c1ccncc1",
  "species": ["C", "C", "C", "N", "C", "C", "C", "N", "C", "C", "N", "C", "C", "C", "F", "C", "C", "C", "N", "C", "C", "H", "H", "H", "H", "H", "H", "H", "H", "H", "H", "H", "H", "H", "H", "H", "H", "H", "H", "H", "H", "H", "H", "H", "N", "C", "C", "C", "C", "C", "H", "H", "H", "H", "H", "N", "C", "C", "C", "C", "C", "H", "H", "H", "H", "H", "N", "C", "C", "C", "C", "C", "H", "H", "H", "H", "H"],
  "positions_angstrom": [[-4.44591, 2.83691, -4.12022], [-4.55916, 1.65062, -2.94857], [-3.05965, 1.50908, -2.30148], [-2.96295, 0.42653, -1.20511], [-1.63384, -0.27100, -1.53073], [-1.73012, -1.83656, -2.00828], [-0.40562, -2.77082, -2.41810], [-0.69819, -4.17593, -2.86183], [0.61312, -4.83496, -3.19194], [2.10185, -4.18438, -3.08682], [2.32181, -2.76061, -2.66381], [1.04574, -2.04243, -2.32993], [1.19312, -0.44930, -1.85582], [2.71278, 0.24767, -1.80243], [3.03776, 0.59312, -0.36926], [2.82303, 1.58175, -2.78826], [3.80343, 1.37200, -4.08474], [-0.15272, 0.44540, -1.42539], [-0.10944, 1.87843, -0.94365], [-0.59560, 2.02689, 0.49021], [0.64311, 2.69009, 1.37749], [-3.68610, 2.39319, -4.91887], [-5.48256, 3.10450, -4.60073], [-3.88860, 3.78108, -3.65360], [-5.39639, 1.98110, -2.19404], [-4.84543, 0.64993, -3.53008], [-2.32737, 1.18248, -3.16221], [-2.65085, 2.52689, -1.88064], [-3.75481, -0.23267, -1.46882], [-2.80946, -2.34275, -2.06201], [0.55461, -5.96944, -3.55979], [3.04616, -4.82541, -3.38692], [3.56108, -0.48495, -2.14848], [3.24066, 2.45759, -2.09371], [1.72799, 1.91863, -3.11521], [3.17197, 0.77910, -4.90145], [4.16301, 2.41412, -4.53225], [4.77661, 0.79858, -3.77900], [0.85281, 2.28213, -0.94087], [-1.45392, 2.85354, 0.48105], [-1.03178, 1.04429, 0.95831], [1.69490, 2.21387, 1.11220], [0.77250, 3.85749, 1.17958], [0.48660, 2.51779, 2.54724], [-5.90994, -1.13975, -0.70318], [-7.24741, -1.33057, -0.69279], [-7.99563, -1.47928, 0.46402], [-7.33365, -1.43381, 1.68641], [-5.95624, -1.24050, 1.70826], [-5.29519, -1.09834, 0.49883], [-7.71761, -1.36189, -1.67135], [-9.06834, -1.62740, 0.41312], [-7.88641, -1.54780, 2.61437], [-5.41100, -1.20084, 2.64443], [-4.22070, -0.94172, 0.46344], [6.46855, -1.84427, 1.54642], [5.27575, -1.38146, 1.11239], [4.06160, -1.97611, 1.41633], [4.06846, -3.11777, 2.21072], [5.28128, -3.61964, 2.67149], [6.44327, -2.95316, 2.31725], [5.32308, -0.49039, 0.49319], [3.13324, -1.55948, 1.04239], [3.13654, -3.61227, 2.46889], [5.32048, -4.50778, 3.29192], [7.41454, -3.30365, 2.65504], [1.41700, 1.36629, 4.84803], [1.10119, 2.52548, 5.46601], [1.99268, 3.25681, 6.23448], [3.28698, 2.76982, 6.38322], [3.64187, 1.57759, 5.76052], [2.68144, 0.91948, 5.00926], [0.07863, 2.86229, 5.32254], [1.68518, 4.18332, 6.70595], [4.01325, 3.31483, 6.97917], [4.64225, 1.17125, 5.85740], [2.91071, -0.01284, 4.50081]],
  "forces_ev_per_angstrom": [[1.218, -0.706, 0.484], [0.361, 0.805, -1.048], [-0.070, 0.678, -0.734], [2.009, -0.747, -2.714], [1.258, -4.224, -0.810], [2.376, 2.282, 0.564], [-1.006, 1.537, 0.429], [7.286, 2.398, 0.204], [-0.283, 1.813, 0.742], [-2.871, 2.770, 0.879], [-5.045, -3.461, -0.674], [0.001, -0.080, -0.057], [-2.773, -0.140, 0.541], [-0.646, -0.288, -0.712], [-0.746, -0.384, -2.747], [-0.229, 0.823, 1.130], [-0.512, 0.095, 0.000], [1.009, -2.570, -0.930], [0.412, -3.105, 0.231], [-0.258, 1.762, 1.106], [0.388, -0.089, 0.568], [-1.816, 1.097, 1.398], [2.176, -0.497, 0.982], [-1.523, -1.889, -1.037], [1.777, -0.966, -1.261], [0.494, 2.058, 1.600], [-1.534, 0.868, 1.382], [-0.998, -1.936, -0.788], [1.440, 0.601, 0.546], [2.663, 1.243, 0.094], [0.013, 2.836, 0.923], [-2.191, 1.575, 0.764], [-1.983, 1.099, 0.939], [-0.774, -1.895, -1.481], [2.442, -0.824, 0.574], [1.704, 1.216, 1.677], [-1.028, -2.240, 0.985], [-1.952, 0.905, -0.614], [-0.951, -0.961, -0.393], [1.623, -1.962, 0.108], [1.096, 1.884, -1.066], [-2.279, 0.689, 0.456], [-0.567, -2.507, 0.340], [0.237, 0.413, -2.643], [-0.420, -0.075, 0.876], [0.852, 0.140, -0.175], [0.178, 0.013, 0.187], [0.041, 0.016, 0.019], [-0.335, -0.052, -0.037], [-0.234, -0.076, -0.739], [-0.004, 0.001, 0.088], [0.108, 0.011, -0.026], [0.062, 0.014, -0.109], [-0.024, 0.001, -0.113], [-0.118, 0.001, 0.133], [-0.843, -0.488, 0.263], [0.893, -0.190, 0.209], [-0.085, -0.240, 0.158], [0.020, 0.017, -0.002], [-0.204, 0.117, -0.091], [0.124, 0.749, -0.506], [-0.100, -0.068, 0.058], [0.116, 0.011, -0.006], [0.095, 0.058, -0.038], [0.023, 0.076, -0.050], [-0.086, -0.011, -0.009], [0.658, 0.548, 0.573], [0.156, -0.804, -0.441], [0.226, -0.113, 0.013], [0.013, -0.019, -0.010], [-0.097, 0.263, 0.134], [-0.876, 0.159, -0.211], [0.066, 0.020, 0.031], [0.007, -0.088, -0.049], [-0.084, -0.062, -0.070], [-0.102, 0.019, -0.036], [0.029, 0.075, 0.042]]
}

***

| no. | electronic energy (eV) |
| --- | --- |
| 1 | -281969.3434 |
| 2 | -45896.4229 |